(1)
A molecular structure, C33H23N4O5P2PtSe2. Source: the OMol25 dataset; level of theory: ωB97M-V/def2-TZVPD.

Properties
Kohn-Sham gap (spin up / spin down) = 7.862 / 7.145 eV
ΔE to the lowest compared entry with this formula, charge and spin = 0.00 kcal per mole
2S+1 = 3
LUMO (spin up / spin down) = 2.344 / 1.326 eV
molecular weight = 970.52 g/mol
net charge = -1
<S²> = 2.007
total energy = -7471.6033 Ha

CARTESIAN COORDINATES (ANGSTROEM)
Pt1 -0.41144 0.12199 0.46838
O1 1.77086 0.27166 6.43700
C1 1.22256 0.21210 5.19950
C2 -0.14807 0.21866 4.99650
C3 -0.65256 0.14687 3.71195
N1 0.16716 0.05460 2.64582
C4 1.49206 0.06892 2.84800
C5 2.06001 0.14324 4.10045
C6 2.36322 -0.01506 1.59880
O2 3.57431 0.06085 1.73926
O3 1.72501 -0.17122 0.50739
C7 -2.17387 0.16693 3.54114
O4 -2.84898 0.40304 4.54577
O5 -2.55714 -0.04284 2.37175
H1 1.06754 0.29902 7.09293
H2 -0.85330 0.30001 5.81485
H3 3.13580 0.14052 4.20055
Se1 -6.89814 1.28814 -1.74524
P1 -5.75644 2.27531 -0.27090
C8 -5.78416 4.08947 -0.45463
C9 -5.21552 4.90247 0.52367
C10 -5.29479 6.27864 0.40426
C11 -5.94229 6.85103 -0.68324
C12 -6.50091 6.04232 -1.65972
C13 -6.42101 4.66116 -1.54574
C14 -6.38298 2.04840 1.42172
C15 -7.76112 1.99916 1.60920
C16 -8.27805 1.86852 2.88758
C17 -7.41838 1.77712 3.97669
C18 -6.04579 1.81814 3.78605
C19 -5.52299 1.95783 2.50948
C20 -4.01613 1.85500 -0.26911
C21 -3.26029 0.68968 -0.35514
N2 -1.96818 1.11586 -0.42252
N3 -1.93442 2.44282 -0.39449
N4 -3.14446 2.90074 -0.30555
P2 -3.48203 -1.10453 -0.30831
Se2 -1.60714 -2.14941 -0.41135
C22 -4.64002 -1.72237 0.94377
C23 -4.23092 -2.72810 1.81088
C24 -5.05870 -3.10709 2.85313
C25 -6.29057 -2.48938 3.02252
C26 -6.72081 -1.53095 2.11955
C27 -5.89690 -1.15054 1.07208
C28 -4.31681 -1.43166 -1.89650
C29 -3.75386 -0.86389 -3.03766
C30 -4.30831 -1.11310 -4.27982
C31 -5.42807 -1.92708 -4.38732
C32 -5.98409 -2.49913 -3.25470
C33 -5.42783 -2.25682 -2.00699
H4 -4.69789 4.45884 1.36291
H5 -4.84931 6.91173 1.16128
H6 -6.00623 7.92880 -0.76900
H7 -7.00106 6.48540 -2.51173
H8 -6.85005 4.01937 -2.30484
H9 -8.41607 2.04589 0.74711
H10 -9.35024 1.83188 3.03635
H11 -7.82371 1.66218 4.97460
H12 -5.36898 1.72102 4.62423
H13 -4.44920 1.96174 2.36647
H14 -3.25582 -3.17944 1.67942
H15 -4.73708 -3.87206 3.54843
H16 -6.92149 -2.76091 3.85995
H17 -7.69285 -1.06799 2.23358
H18 -6.22551 -0.41953 0.34644
H19 -2.88368 -0.22468 -2.94526
H20 -3.87114 -0.67136 -5.16609
H21 -5.87282 -2.10950 -5.35779
H22 -6.85926 -3.13106 -3.33892
H23 -5.86536 -2.69486 -1.11971

(2)
A molecular structure, C33H24AsBrCaF6N4OP. Source: the OMol25 dataset; level of theory: ωB97M-V/def2-TZVPD.

Properties
Kohn-Sham gap (spin up / spin down) = 5.669 / 4.386 eV
ΔE to the lowest compared entry with this formula, charge and spin = 0.00 kcal per mole
2S+1 = 2
LUMO (spin up / spin down) = -1.809 / -3.087 eV
molecular weight = 832.45 g/mol
<S²> = 0.825
total energy = -7994.3129 Ha

CARTESIAN COORDINATES (ANGSTROEM)
Ca1 -2.11695 -0.74948 0.96433
Br1 5.57392 4.70346 -1.02986
C1 3.91692 5.24853 -0.33114
C2 3.88046 6.25302 0.62474
C3 2.65747 6.66158 1.12999
C4 1.49231 6.03111 0.71630
C5 1.53498 5.04522 -0.27103
C6 2.75131 4.65084 -0.79820
N1 0.27393 6.53971 1.26587
N2 -0.70061 5.76234 1.37865
C7 -0.64304 4.40934 1.49731
C8 0.44678 3.75369 2.15183
C9 0.46374 2.41682 2.31013
C10 -0.61773 1.58238 1.80307
O1 -0.60097 0.36640 1.93560
C11 -1.75558 2.26543 1.11016
N3 -2.69705 1.48035 0.55831
C12 -3.74127 2.05298 -0.01235
C13 -3.90048 3.43969 -0.07062
C14 -2.91548 4.24297 0.44240
C15 -1.79382 3.64950 1.03792
H1 4.79729 6.71790 0.96062
H2 2.59566 7.45290 1.86748
H3 0.61932 4.60250 -0.64166
H4 2.79763 3.89094 -1.56601
H5 1.26197 4.35322 2.53431
H6 1.28186 1.91429 2.80926
H7 -4.47655 1.38909 -0.44903
H8 -4.78506 3.86077 -0.52801
H9 -2.98961 5.32225 0.40333
F1 -3.57835 -0.08198 2.89953
As1 -3.94342 -1.79965 2.96522
F2 -4.06778 -1.69979 1.17994
F3 -5.59773 -1.47940 3.06247
F4 -4.16840 -3.47030 2.86554
F5 -3.72072 -1.81284 4.63803
F6 -2.19881 -2.06132 2.72339
N4 -1.35782 -1.20027 -0.99465
P1 -0.21936 -2.22414 -1.08293
C16 1.44734 -1.57316 -0.65358
C17 1.82115 -1.38675 0.67885
C18 2.99741 -0.72525 1.00800
C19 3.81861 -0.22756 0.00401
C20 3.45507 -0.39351 -1.32661
C21 2.27744 -1.05841 -1.64944
C22 -0.38525 -3.73084 -0.04029
C23 0.67661 -4.46442 0.49707
C24 0.43841 -5.59835 1.26405
C25 -0.86550 -6.01181 1.50559
C26 -1.92816 -5.29786 0.97139
C27 -1.68713 -4.17084 0.19814
C28 0.05959 -2.95603 -2.73794
C29 1.02451 -3.92679 -3.00961
C30 1.16627 -4.44062 -4.29080
C31 0.33585 -3.98784 -5.31193
C32 -0.63033 -3.02681 -5.04813
C33 -0.76744 -2.51202 -3.76148
H10 1.18513 -1.75801 1.47426
H11 3.27630 -0.60287 2.04900
H12 4.73917 0.28473 0.25768
H13 4.09213 -0.00803 -2.11452
H14 1.99892 -1.18204 -2.68982
H15 1.69709 -4.14915 0.31949
H16 1.27003 -6.15560 1.67962
H17 -1.05250 -6.88924 2.11290
H18 -2.94659 -5.61108 1.16505
H19 -2.51346 -3.61165 -0.22522
H20 1.67047 -4.28504 -2.21427
H21 1.91807 -5.19421 -4.49609
H22 0.44300 -4.38913 -6.31282
H23 -1.27930 -2.67905 -5.84428
H24 -1.51187 -1.76080 -3.51846